A:
27
Properties=species:S:1:pos:R:3:mulliken_charge:R:1 method="wB97M-V/def2-TZVPD" e_homo_ev=-8.23 gap_ev=8.793 lumo_ev=0.56 smiles="N[C@@H](Cc1c[nH]c2ccccc12)C(=O)O"
N 1.0336 0.8956 -1.6895 -0.71
C -0.0538 1.7081 -1.0422 0.13
C -0.2413 1.4283 0.4454 -0.62
C -0.8311 0.1261 0.5908 0.52
C -2.0815 -0.3616 0.7492 -0.77
N -2.1019 -1.7420 0.8242 -0.15
C -0.7612 -2.1692 0.8442 -0.20
C -0.2904 -3.4693 1.0129 -0.62
C 1.1155 -3.6526 1.0845 -0.42
C 1.9736 -2.5854 1.0328 -0.60
C 1.5310 -1.2914 0.8591 -0.05
C 0.1071 -1.0237 0.7775 0.29
C 0.0636 3.2113 -1.3137 0.37
O -0.3486 4.0196 -0.5563 -0.52
O 0.6374 3.5255 -2.5442 -0.52
H 0.7460 -0.1327 -1.8180 0.32
H 1.8306 0.8839 -1.0642 0.21
H -1.0919 1.3641 -1.3169 0.31
H -0.9911 2.1920 0.7635 0.32
H 0.7002 1.5112 1.0139 0.47
H -2.9737 0.2421 0.8154 0.44
H -2.9444 -2.4568 0.4661 0.34
H -1.0150 -4.3460 1.0346 0.26
H 1.3180 -4.6701 1.3599 0.36
H 3.0803 -2.7244 1.2814 0.26
H 2.3540 -0.4522 0.9167 0.17
H 0.9650 2.6295 -2.8337 0.40



B:
27
Properties=species:S:1:pos:R:3:mulliken_charge:R:1 method="wB97M-V/def2-TZVPD" e_homo_ev="-8.27 / -8.27" gap_ev="7.178 / 7.177" lumo_ev="-1.09 / -1.09"
C -2.1256 1.1591 0.2183 -1.05
C -3.2856 0.5931 -0.1914 -0.20
C -2.4397 -1.4983 -0.6501 -0.43
C -0.9485 0.2933 0.0556 0.78
C -1.1510 -1.1976 -0.0895 0.20
C 1.5535 -0.7253 -1.6148 -0.93
C -0.4455 -2.0262 0.7315 -0.24
C 0.2060 1.0427 -0.1136 0.27
C 1.8676 0.3085 -0.8496 0.57
C 0.6048 -1.5626 1.6886 -0.81
C 2.9967 0.9938 -0.2321 -1.12
N -3.3680 -0.6310 -0.7855 -0.59
N 0.3153 2.4563 0.0609 0.95
O 0.9546 2.9549 -0.8535 -0.59
O -0.2011 3.0690 0.9699 -0.64
H -2.0216 2.1825 0.6013 0.42
H -4.2611 1.2645 -0.0821 0.25
H -2.8201 -2.4185 -1.0924 0.39
H 2.2441 -1.3318 -2.1150 0.38
H 0.5107 -0.9383 -1.9053 0.30
H -0.6530 -3.0800 0.6680 0.45
H 1.0792 -2.3768 2.2866 0.37
H 0.2374 -0.8342 2.4544 0.30
H 1.4085 -1.0889 1.0522 -0.01
H 2.7496 2.1062 -0.2096 0.33
H 3.8333 0.7653 -0.7882 0.44
H 3.1595 0.5205 0.7854 0.21



Quick one: least stable of them? B



A:
17
Properties=species:S:1:pos:R:3:mulliken_charge:R:1 method="wB97M-V/def2-TZVPD" e_homo_ev="-8.51 / -7.50" gap_ev="8.725 / 7.869" lumo_ev="0.22 / 0.37"
C -1.9017 1.0854 0.7820 -0.60
C -1.8437 -0.4180 0.5918 -0.30
C -0.8266 0.4363 -0.0005 0.10
C 1.5176 -0.2125 1.4649 -0.91
C 0.5453 -0.6312 -2.1094 -0.87
P -0.2753 0.8913 -1.6857 -0.09
H -2.6890 1.6512 0.3802 0.28
H -1.6676 1.4809 1.6568 0.21
H -1.4815 -0.8872 1.5493 0.09
H -2.5738 -0.9477 -0.0064 0.29
H 1.2944 0.8156 1.2434 0.32
H 2.2176 -0.8297 0.9184 0.37
H 0.8703 -0.6194 2.2491 0.24
H 1.2249 -1.0575 -1.3131 0.16
H 1.0748 -0.5151 -3.0382 0.38
H -0.1001 -1.4576 -2.4424 0.31
H 0.9476 1.6884 -1.3050 0.02



B:
17
Properties=species:S:1:pos:R:3:mulliken_charge:R:1 method="wB97M-V/def2-TZVPD" e_homo_ev=-8.83 gap_ev=9.886 lumo_ev=1.06 smiles=CPC1(C)CC1
C 2.2029 0.4397 -0.5576 -0.98
P 1.3406 -0.7650 0.5560 0.00
C -0.3958 -0.1494 0.3508 0.89
C -0.6720 1.1206 1.1244 -1.56
C -1.1118 -0.3738 -0.9500 -0.73
C -1.4850 -1.1784 0.2580 -0.69
H 2.3561 1.3753 -0.0224 0.26
H 1.6259 0.6261 -1.4614 0.32
H 3.1779 0.0328 -0.8184 0.36
H 1.2141 -1.7667 -0.4181 -0.02
H -0.4023 0.9880 2.1717 0.39
H -1.7260 1.3857 1.0691 0.37
H -0.0888 1.9496 0.7244 0.35
H -0.5977 -0.8785 -1.7564 0.29
H -1.7985 0.3889 -1.2886 0.24
H -2.4270 -0.9705 0.7442 0.26
H -1.2128 -2.2243 0.2741 0.25



C:
17
Properties=species:S:1:pos:R:3:mulliken_charge:R:1 method="wB97M-V/def2-TZVPD" e_homo_ev=-8.62 gap_ev=9.526 lumo_ev=0.91
C -1.1763 -0.8995 0.0097 -0.81
C 1.3719 1.1098 0.0104 -0.60
C 1.5214 0.1959 1.2444 -0.54
C 1.5335 -0.0182 -1.0469 -0.72
C -2.6416 0.0873 -0.0920 -1.02
P 0.9726 -1.2832 0.1868 0.07
H -1.2447 -1.2270 -1.1398 0.25
H -1.6280 -1.6598 0.6297 0.38
H 0.4745 1.5234 0.1141 0.31
H 2.2352 1.8874 -0.2494 0.24
H 2.6379 -0.1366 1.5670 0.26
H 0.9270 0.2165 2.2309 0.34
H 1.0022 0.1583 -1.8935 0.40
H 2.4756 -0.3327 -1.3843 0.43
H -3.3761 -0.7884 -0.1446 0.31
H -2.6884 0.5592 0.8588 0.30
H -2.3967 0.6075 -0.9012 0.40



Quick one: least stable of them? A



A:
12
Properties=species:S:1:pos:R:3:mulliken_charge:R:1 method="wB97M-V/def2-TZVPD" e_homo_ev=-10.48 gap_ev=11.138 lumo_ev=0.65 smiles="O=CNn1cnnc1"
O 1.4535 -0.2516 -2.7770 -0.55
C 0.7930 -0.5989 -1.7776 0.19
N 0.2401 0.3341 -0.9371 -0.48
N -0.2123 0.2018 0.2870 0.15
C 0.5317 0.2716 1.3919 0.21
N -0.1472 0.0371 2.4630 -0.46
N -1.4792 -0.2089 2.0026 -0.38
C -1.5042 0.0055 0.7095 0.09
H 0.7071 -1.5524 -1.2044 0.33
H 0.3256 1.2350 -1.3284 0.24
H 1.7011 0.3537 1.1131 0.31
H -2.4092 0.1730 0.0572 0.36



B:
12
Properties=species:S:1:pos:R:3:mulliken_charge:R:1 method="wB97M-V/def2-TZVPD" e_homo_ev=-9.10 gap_ev=8.930 lumo_ev=-0.17
C -0.8095 0.5073 0.0139 0.35
C 0.0170 1.5360 -0.0401 -0.17
C 1.4384 -0.3810 0.0344 0.44
H -1.7326 -1.4484 -0.2986 0.34
H -0.0518 2.7309 -0.4076 0.29
H 1.9319 1.6757 -0.1094 0.25
H 3.3022 -0.3837 -0.7619 0.25
N -2.6388 -0.9177 -0.1209 -0.43
N -2.2222 0.2208 -0.1171 -0.13
N 1.2826 1.0111 0.1751 -0.12
N 2.4686 -1.2147 -0.2234 -0.60
O 0.0555 -0.7806 0.4415 -0.48



C:
12
Properties=species:S:1:pos:R:3:mulliken_charge:R:1 method="wB97M-V/def2-TZVPD" e_homo_ev=-8.73 gap_ev=9.087 lumo_ev=0.36 smiles="Nc1n[nH]nc1C=O"
N -1.2469 -1.3800 -0.1416 -0.46
C -0.5716 -0.1772 -0.1584 0.63
N -1.3445 0.7972 -0.7169 -0.72
N -0.4902 1.7829 -0.6097 0.36
N 0.6679 1.5617 -0.1805 -0.66
C 0.6909 0.2646 0.1928 0.32
C 1.8263 -0.5259 0.6810 -0.15
O 1.5720 -1.6294 1.1382 -0.51
H -2.3496 -1.1313 -0.0388 0.31
H -0.8197 -2.2591 0.2403 0.25
H -0.6730 2.6261 -1.2428 0.30
H 2.7384 0.0703 0.8364 0.34



D:
12
Properties=species:S:1:pos:R:3:mulliken_charge:R:1 method="wB97M-V/def2-TZVPD" e_homo_ev=-8.83 gap_ev=8.622 lumo_ev=-0.21
H -3.5615 -0.4273 0.6599 0.26
N -2.7548 -0.9093 0.1679 -0.63
C -1.6893 -0.1257 -0.2613 0.50
N -1.5497 1.3678 -0.0970 -0.36
N -0.3640 1.6690 0.0671 -0.21
N 0.3067 0.5308 -0.3265 0.49
C 1.7482 0.4757 0.0867 -0.07
C 1.9700 -0.8774 0.1210 -0.74
O -0.4250 -0.5245 -0.4043 -0.30
H 2.1797 1.4422 0.1494 0.41
H 1.0433 -1.4773 -0.2971 0.43
H 3.0966 -1.1438 0.1342 0.24



Quick one: least stable of them? D